1.
{
  "formula": "C2H14N2O4",
  "method": "the ωB97M-V functional and the def2-TZVPD basis",
  "homo_lumo_gap_ev": [6.21, 6.52],
  "max_force_ev_per_a": 3.33,
  "energy_ev": -13456.8102,
  "multiplicity": 2,
  "relative_energy_ev": 6.7458,
  "total_charge": 1,
  "elements": ["O", "O", "O", "O", "N", "N", "C", "C", "H", "H", "H", "H", "H", "H", "H", "H", "H", "H", "H", "H", "H", "H"],
  "xyz": [[1.671, 1.528, -1.164], [0.362, -2.644, -1.962], [2.039, -2.311, -0.245], [0.464, 2.519, 0.975], [-0.616, -0.241, -0.679], [-1.021, 0.326, 1.712], [-0.592, -0.634, 0.748], [-2.296, 0.933, 1.246], [-2.889, 1.353, 2.061], [1.500, -2.480, -1.052], [-1.244, -1.499, 0.786], [1.292, 2.066, -0.440], [-0.345, 1.107, 1.596], [1.174, 3.041, 1.426], [0.126, 0.445, -0.996], [1.784, 2.141, -1.887], [0.765, -2.517, -2.832], [0.413, -1.029, 0.990], [2.818, -2.900, -0.347], [-0.428, -1.086, -1.272], [-2.088, 1.727, 0.535], [-2.889, 0.155, 0.801]],
  "lowdin_charge": [-0.0603, 0.0452, -0.0405, 0.0567, 0.3132, -0.0666, -0.2328, -0.0774, 0.0949, -0.0525, 0.1380, -0.0184, 0.0500, 0.1047, 0.1084, 0.0603, 0.0812, 0.1571, 0.0855, 0.0936, 0.0798, 0.0800]
}

---

2.
{
  "formula": "C40H62CsN9O7P2S2",
  "method": "the ωB97M-V functional and the def2-TZVPD basis",
  "homo_lumo_gap_ev": 7.60,
  "max_force_ev_per_a": 2.33,
  "energy_ev": -111029.7852,
  "multiplicity": 1,
  "relative_energy_ev": 1.2125,
  "total_charge": 0,
  "elements": ["Cs", "S", "S", "P", "P", "O", "O", "O", "O", "O", "O", "O", "N", "N", "N", "N", "N", "N", "N", "N", "N", "C", "C", "C", "C", "C", "C", "C", "C", "C", "C", "C", "C", "C", "C", "C", "C", "C", "C", "C", "C", "C", "C", "C", "C", "C", "C", "C", "C", "C", "C", "C", "C", "C", "C", "C", "C", "C", "C", "C", "C", "H", "H", "H", "H", "H", "H", "H", "H", "H", "H", "H", "H", "H", "H", "H", "H", "H", "H", "H", "H", "H", "H", "H", "H", "H", "H", "H", "H", "H", "H", "H", "H", "H", "H", "H", "H", "H", "H", "H", "H", "H", "H", "H", "H", "H", "H", "H", "H", "H", "H", "H", "H", "H", "H", "H", "H", "H", "H", "H", "H", "H", "H"],
  "xyz": [[-0.307, 1.134, 0.472], [3.530, -0.030, -3.504], [2.747, -2.342, 1.130], [-3.430, 2.149, -1.301], [-0.937, 3.310, -2.078], [0.204, 4.155, 2.783], [-2.798, 1.761, -0.025], [-0.401, 1.943, -1.913], [3.157, 1.390, -3.237], [1.989, -1.404, 0.247], [0.116, 1.667, 5.290], [-2.569, 3.291, -2.067], [-0.632, -2.895, 2.645], [0.392, 1.865, 3.018], [-3.609, 0.999, -2.455], [-0.471, 3.950, -3.505], [-1.410, -3.563, 1.673], [-0.609, 4.368, -0.880], [2.355, 2.339, 0.869], [-4.927, 2.771, -1.043], [-1.768, 0.081, 2.744], [0.111, 3.140, -4.565], [0.287, -4.972, 3.713], [-2.919, -0.561, 2.579], [3.544, 2.409, 0.268], [2.028, -1.000, -3.521], [2.478, -3.990, 0.500], [2.911, -6.342, 0.586], [4.570, 3.228, 0.705], [-0.878, 5.290, -3.884], [-3.526, -0.250, 4.858], [4.135, -0.660, -1.923], [-2.327, 0.415, 5.039], [1.503, -4.178, -0.462], [4.989, -2.682, -0.640], [0.757, -2.843, -4.375], [4.499, -2.160, 0.706], [0.780, 4.823, -0.777], [3.179, -5.062, 1.040], [-5.204, 3.468, 0.209], [3.098, 4.006, 2.413], [1.236, -5.468, -0.906], [-5.760, 3.195, -2.155], [-1.643, -3.721, 4.697], [-3.838, -0.747, 3.598], [1.938, -6.545, -0.388], [-0.229, -2.583, -3.435], [-0.233, 1.454, 4.134], [1.895, -2.046, -4.421], [-0.089, -1.523, -2.546], [-1.477, 0.568, 3.945], [0.627, -2.684, 4.659], [-2.917, 0.977, -3.736], [2.138, 3.120, 1.927], [4.226, -2.175, -1.860], [-1.546, 5.160, -0.091], [-4.054, -0.305, -1.976], [4.337, 4.044, 1.804], [0.795, 3.073, 2.659], [-0.344, -3.591, 3.909], [1.037, -0.719, -2.590], [-1.531, 6.207, -0.416], [1.726, -7.548, -0.736], [5.108, -0.179, -1.785], [0.214, -2.559, 2.203], [1.573, -2.597, 4.118], [3.438, -0.279, -1.176], [-3.545, 0.449, -4.458], [3.665, 1.810, -0.626], [6.048, -2.418, -0.719], [1.459, 4.090, -1.213], [-4.683, -0.187, -1.094], [3.452, -7.183, 0.998], [5.052, -2.628, 1.525], [5.517, 3.236, 0.182], [-0.618, 2.929, -5.356], [-1.229, 5.840, -3.010], [0.518, -5.430, 4.677], [0.475, -5.625, -1.661], [-2.079, -2.736, 4.869], [-5.528, 2.610, -3.043], [-5.102, 4.553, 0.091], [-0.379, -5.661, 3.188], [0.481, 2.205, -4.150], [-2.763, 1.990, -4.101], [-1.250, 5.106, 0.959], [-1.946, 0.477, -3.672], [-2.027, 0.834, 5.988], [-1.686, 5.271, -4.623], [-3.118, -0.939, 1.579], [4.712, -2.567, -2.759], [0.844, -3.086, 5.650], [1.214, -4.893, 3.146], [2.852, 4.637, 3.256], [-2.555, 4.775, -0.194], [4.948, -3.774, -0.633], [-4.644, -0.796, -2.752], [0.955, 3.675, -5.004], [-2.372, -4.334, 4.160], [-3.214, -0.952, -1.708], [0.963, -3.322, -0.844], [0.913, 5.781, -1.293], [-4.770, -1.262, 3.406], [4.637, -1.081, 0.821], [-0.846, -1.329, -1.797], [2.676, -2.238, -5.147], [1.030, 4.944, 0.277], [-0.032, 5.834, -4.310], [0.208, -1.683, 4.773], [-1.113, -3.208, -3.392], [-6.228, 3.254, 0.521], [5.110, 4.707, 2.174], [-1.181, -4.553, 1.607], [3.216, -2.586, -1.850], [-5.618, 4.257, -2.384], [-2.384, -3.482, 1.935], [1.142, 0.120, -1.916], [-4.217, -0.372, 5.683], [3.923, -4.905, 1.814], [-4.521, 3.125, 0.981], [-6.812, 3.037, -1.906], [-1.460, -4.200, 5.660], [0.644, -3.661, -5.074]],
  "lowdin_charge": [1.4204, 0.9634, 0.9764, 0.4377, 0.4218, 0.0112, -0.4851, -0.5535, -0.5188, -0.5429, 0.0375, -0.2668, -0.0757, -0.0096, -0.2853, -0.2876, 0.0170, -0.2838, 0.0281, -0.2916, 0.0066, -0.0791, -0.0440, -0.1723, -0.1382, -0.3850, -0.3978, -0.0750, -0.0647, -0.0899, -0.0737, -0.3453, -0.0068, -0.0708, -0.2161, -0.0765, -0.3152, -0.0726, -0.1031, -0.0912, -0.0054, -0.0600, -0.0972, -0.0393, -0.0753, -0.0762, -0.0797, -0.4701, -0.0849, -0.0846, -0.2002, -0.0266, -0.0827, -0.2326, -0.2303, -0.0638, -0.0829, -0.0634, -0.5728, -0.6272, -0.0919, 0.0886, 0.1038, 0.1041, 0.0711, 0.0677, 0.0589, 0.0891, 0.0800, 0.1202, 0.0831, 0.0839, 0.1069, 0.0917, 0.0995, 0.0828, 0.0760, 0.0852, 0.1064, 0.0676, 0.0759, 0.0850, 0.0714, 0.0659, 0.0728, 0.0827, 0.0767, 0.1148, 0.0873, 0.0987, 0.1211, 0.0896, 0.0639, 0.1218, 0.0595, 0.1062, 0.0865, 0.0906, 0.0756, 0.0772, 0.0919, 0.0895, 0.0988, 0.0934, 0.0957, 0.1084, 0.0803, 0.0885, 0.0807, 0.1070, 0.0863, 0.1051, 0.0569, 0.0908, 0.0867, 0.0581, 0.0615, 0.1050, 0.1170, 0.0796, 0.0855, 0.0851, 0.1035]
}

---

3.
{
  "formula": "C8H8N2O2S",
  "method": "the ωB97M-V functional and the def2-TZVPD basis",
  "homo_lumo_gap_ev": 9.09,
  "max_force_ev_per_a": 4.46,
  "energy_ev": -26335.6105,
  "multiplicity": 1,
  "relative_energy_ev": 0.0000,
  "total_charge": 0,
  "smiles": "CNC1=NS(=O)(=O)c2ccccc21",
  "elements": ["S", "O", "O", "N", "N", "C", "C", "C", "C", "C", "C", "C", "C", "H", "H", "H", "H", "H", "H", "H", "H"],
  "xyz": [[1.037, -0.928, -1.859], [0.327, -1.655, -2.867], [2.392, -0.547, -2.130], [0.166, -1.291, 1.773], [0.949, -1.722, -0.411], [-1.132, 2.568, 0.048], [0.116, 0.546, -1.336], [-0.701, 1.449, 0.742], [0.502, -2.631, 2.184], [0.341, -0.884, 0.523], [-0.097, 0.418, 0.031], [-0.322, 1.647, -2.031], [-0.970, 2.656, -1.328], [-1.344, 3.518, -1.858], [1.362, -2.948, 1.599], [-0.326, -3.317, 1.990], [-0.180, 1.719, -3.096], [-0.415, -0.739, 2.387], [0.739, -2.633, 3.246], [-1.605, 3.378, 0.581], [-0.836, 1.398, 1.813]],
  "lowdin_charge": [0.6258, -0.2963, -0.2964, 0.0171, -0.0350, -0.0664, -0.1868, -0.0119, -0.0603, -0.3010, -0.1583, -0.0256, -0.0564, 0.1087, 0.0826, 0.0944, 0.1233, 0.1397, 0.0868, 0.1069, 0.1092]
}